Formula: H25O13
Source: the Open Molecules 2025 dataset
Level of theory: the ωB97M-V functional and the def2-TZVPD basis

Element x y z (Å)
O1 0.13152 -0.09734 -0.23403
H1 0.35248 -0.02556 0.88924
H2 -0.50562 -1.38218 1.81386
O2 1.29402 2.32886 -1.53979
H3 1.57794 1.34584 -1.47566
H4 -0.61833 2.45074 3.18892
O3 -1.11916 -2.03627 1.19072
H5 -1.66698 -2.20467 1.95768
O4 2.07149 3.64289 1.77854
H6 1.29921 3.50591 1.01785
H7 2.60216 2.84292 1.91060
O5 0.68591 -0.36379 2.27583
H8 2.89555 -0.28031 1.63703
H9 -0.07796 0.21222 2.03400
O6 2.86754 -1.62133 -1.88152
H10 2.29566 -0.81459 -1.69868
H11 2.14214 -2.11477 -1.27284
O7 -2.82255 -2.89429 -0.86314
H12 -3.47012 -2.87455 -0.22026
H13 -0.40606 -0.72364 -0.62119
O8 -0.69580 1.94534 4.03687
H14 -0.60910 1.10573 3.88979
H15 3.83433 0.04699 0.67091
O9 3.86934 -0.06938 1.54091
H16 -2.18471 -2.52812 -0.11379
H17 1.04280 2.26746 -0.51828
O10 -3.66059 -0.89766 -2.08175
H18 -3.39077 -1.82853 -1.84991
H19 -3.04739 -0.14859 -2.17381
O11 0.79216 -3.71452 0.12631
H20 0.22877 -3.15682 0.71756
H21 1.63687 -3.49642 0.16270
O12 -2.65775 1.97054 -1.19744
H22 -1.77479 1.49588 -1.14096
H23 -2.70637 2.16063 -2.18102
O13 -0.67114 1.81199 -3.20233
H24 -0.36787 2.72344 -3.05580
H25 0.23818 1.38084 -3.16148

Summary:
E = -993.0200 Eh
frontier orbital gap = 0.3507 Ha
2S+1 = 1
charge = -1


Formula: C60H152N8O20
Source: the Open Molecules 2025 dataset
Level of theory: the ωB97M-V functional and the def2-TZVPD basis

Element x y z (Å)
C1 2.41279 -2.61056 -4.60863
O1 2.41439 -1.31374 -4.09611
C2 3.29877 -0.52343 -4.88520
C3 3.29111 0.90098 -4.32963
N1 3.83790 0.80233 -3.03688
C4 3.72154 1.94301 -2.21073
C5 4.11053 1.52836 -0.82002
O2 3.06318 0.56549 -0.46365
C6 2.83361 0.39633 0.93262
H1 1.81826 -3.30899 -4.07064
H2 3.39067 -2.98467 -4.75354
H3 1.90399 -2.65730 -5.58917
H4 2.94326 -0.52564 -5.92865
H5 4.26830 -0.95682 -4.84415
H6 2.27866 1.20840 -4.40393
H7 3.86965 1.50115 -4.96788
H8 3.40749 -0.01728 -2.52507
H9 2.70941 2.40940 -2.25686
H10 4.45111 2.63827 -2.56462
H11 4.04277 2.40368 -0.18477
H12 5.12158 1.04581 -0.78553
H13 2.55031 1.30734 1.43377
H14 3.76530 0.13255 1.42881
H15 2.16857 -0.49298 1.14731
C7 1.03468 -4.06810 5.25533
O3 1.31410 -2.68391 5.37922
C8 2.68425 -2.35295 5.42877
C9 2.86546 -0.88999 5.51457
N2 2.46965 -0.06201 4.42583
C10 1.17684 0.50916 4.55348
C11 0.99139 1.63366 5.55074
O4 -0.39613 1.58882 5.94653
C12 -0.78290 2.76102 6.72969
H16 -0.02866 -4.15349 5.52751
H17 1.68925 -4.59146 5.95071
H18 1.21602 -4.50655 4.29140
H19 3.12734 -2.67664 4.48749
H20 3.12261 -2.83375 6.22200
H21 3.96761 -0.71168 5.74261
H22 2.46616 -0.60093 6.50669
H23 3.15740 0.59971 4.10846
H24 0.51738 -0.34795 4.88016
H25 0.81630 0.74802 3.53326
H26 1.25400 2.70074 5.25869
H27 1.61269 1.45536 6.45402
H28 -1.64092 2.55845 7.39460
H29 -0.96524 3.56561 5.96421
H30 0.12108 3.10051 7.33846
C13 3.30905 5.81979 -3.58148
O5 2.19843 5.46266 -2.79385
C14 1.17722 4.91524 -3.48833
C15 -0.01479 4.87437 -2.59189
N3 -0.40563 6.19597 -2.14743
C16 -1.55216 6.14176 -1.25046
C17 -1.80127 7.48795 -0.62715
O6 -0.93243 7.67904 0.44998
C18 -1.12275 8.92853 1.06064
H31 3.00621 6.28024 -4.56817
H32 3.87845 4.89238 -3.80418
H33 3.91518 6.53484 -2.99715
H34 1.37464 3.83546 -3.63297
H35 0.90785 5.36526 -4.39536
H36 0.13947 4.21119 -1.73367
H37 -0.87009 4.46470 -3.21744
H38 0.36114 6.64692 -1.68525
H39 -1.58091 5.32958 -0.50142
H40 -2.44472 5.93348 -1.88015
H41 -2.83032 7.57429 -0.24556
H42 -1.65708 8.26875 -1.35147
H43 -0.44542 8.99326 1.89786
H44 -2.20459 9.06524 1.44712
H45 -0.94413 9.69605 0.32045
C19 6.75563 -0.86665 2.21631
O7 6.71170 0.50314 2.70083
C20 5.90533 0.53875 3.87649
C21 5.41243 1.91916 4.23099
N4 4.38535 2.42454 3.31147
C22 4.14098 3.86504 3.41063
C23 2.87446 4.26452 2.67355
O8 3.00600 4.14217 1.26517
C24 2.48480 5.18870 0.52321
H46 7.17952 -1.48664 3.06209
H47 7.44781 -0.87283 1.28905
H48 5.75656 -1.32901 2.04806
H49 6.42011 0.10631 4.74712
H50 5.07063 -0.11725 3.66693
H51 6.25091 2.59259 4.26548
H52 5.03875 1.92925 5.25751
H53 4.80208 2.26016 2.41733
H54 4.91671 4.51115 3.07957
H55 4.00559 4.06486 4.49029
H56 2.61117 5.33265 2.85486
H57 2.12041 3.59332 3.07958
H58 2.82324 4.99885 -0.49264
H59 2.78828 6.14936 0.87738
H60 1.36689 5.11854 0.57650
C25 -2.54655 -0.53963 2.08764
O9 -3.15771 -1.31122 3.12475
C26 -2.45354 -1.23704 4.36350
C27 -3.53782 -1.15568 5.50835
N5 -4.24302 0.16093 5.62065
C28 -5.08184 0.47141 4.42725
C29 -6.01003 1.51849 4.80150
O10 -5.24679 2.67837 5.08174
C30 -6.11863 3.75747 5.36803
H61 -2.98848 0.38808 2.01761
H62 -2.66724 -1.15118 1.18604
H63 -1.50283 -0.35539 2.26363
H64 -1.88431 -0.31110 4.41145
H65 -1.66381 -2.03779 4.42779
H66 -2.94483 -1.38371 6.45889
H67 -4.31682 -1.94128 5.47557
H68 -3.54896 0.83560 5.82407
H69 -5.59710 -0.45827 4.10259
H70 -4.50494 0.80557 3.54201
H71 -6.77456 1.21116 5.55446
H72 -6.68727 1.77853 3.89076
H73 -6.73699 3.95600 4.47925
H74 -5.53084 4.64357 5.66019
H75 -6.69907 3.39026 6.19477
C31 4.95590 -2.67851 -2.27518
O11 4.96277 -3.74742 -1.33369
C32 4.16263 -3.39988 -0.16023
C33 4.16772 -4.69277 0.68628
N6 3.84896 -5.84940 -0.16985
C34 3.77753 -7.11204 0.50664
C35 3.18098 -8.18671 -0.37751
O12 4.16120 -8.36734 -1.38088
C36 3.73106 -9.39871 -2.23437
H76 5.35516 -1.75638 -1.79523
H77 3.93891 -2.41586 -2.65276
H78 5.62326 -2.96133 -3.07551
H79 3.20294 -3.24559 -0.66909
H80 4.44163 -2.50641 0.34782
H81 3.40440 -4.68663 1.48446
H82 5.07832 -4.77218 1.21367
H83 4.59412 -5.93822 -0.86252
H84 3.10774 -7.05901 1.43289
H85 4.82656 -7.38509 0.74946
H86 2.33576 -7.72776 -0.75221
H87 2.77888 -9.07151 0.17405
H88 4.50251 -9.45898 -3.00049
H89 2.77084 -9.19109 -2.66448
H90 3.62152 -10.36419 -1.69532
C37 -0.19511 3.84804 -6.98453
O13 -0.41776 2.79145 -6.13263
C38 -1.69278 2.16145 -6.31072
C39 -1.87997 1.11306 -5.21258
N7 -2.17541 1.82411 -3.98961
C40 -3.47002 2.43327 -3.91504
C41 -3.83344 2.93420 -2.56707
O14 -4.04621 1.90186 -1.66377
C42 -4.21123 2.30342 -0.31780
H91 0.88811 4.13715 -6.96576
H92 -0.90728 4.67222 -6.71008
H93 -0.49158 3.55340 -8.03269
H94 -1.71177 1.74501 -7.28422
H95 -2.52100 2.87616 -6.19105
H96 -1.01227 0.43161 -5.09525
H97 -2.74337 0.48083 -5.50846
H98 -2.20357 1.07809 -3.24498
H99 -4.32724 1.84495 -4.22611
H100 -3.56815 3.27348 -4.60974
H101 -4.73003 3.56808 -2.64708
H102 -2.91489 3.46132 -2.22240
H103 -4.36799 1.33619 0.22363
H104 -5.10814 2.92391 -0.29045
H105 -3.41606 2.90315 0.09200
C43 -1.30167 -1.52513 -2.54234
O15 -1.27245 -0.38527 -1.80539
C44 0.02391 -0.01417 -1.39183
C45 0.02847 1.41781 -0.86285
N8 -0.67125 1.54805 0.41844
C46 -0.28335 2.71304 1.24647
C47 -1.21385 3.18750 2.33274
O16 -2.25182 3.99252 1.82792
C48 -2.80979 4.91336 2.77429
H106 -2.23369 -1.69539 -3.04928
H107 -1.08380 -2.44059 -2.00296
H108 -0.57689 -1.46377 -3.37918
H109 0.72194 -0.20056 -2.21958
H110 0.27330 -0.58425 -0.50293
H111 -0.37716 2.00423 -1.68377
H112 1.08213 1.71031 -0.78473
H113 -1.68892 1.56248 0.31875
H114 -0.00449 3.59140 0.68908
H115 0.61424 2.43061 1.76956
H116 -0.59468 3.77569 3.11803
H117 -1.59769 2.29136 2.93069
H118 -1.97384 5.54828 3.05617
H119 -3.28115 4.36692 3.61717
H120 -3.53027 5.53097 2.19549
C49 -6.67518 -2.17940 -5.58337
C50 -6.39492 -0.75263 -5.50080
C51 -6.21087 -0.27819 -4.08745
O17 -5.16626 -0.49752 -6.19104
H121 -5.81002 -2.75883 -5.15895
H122 -6.97581 -2.55272 -6.53069
H123 -7.49542 -2.39997 -4.96101
H124 -7.13731 -0.14105 -6.05668
H125 -5.38442 -0.71941 -3.57946
H126 -7.12697 -0.28459 -3.46751
H127 -5.91333 0.76557 -4.05244
H128 -5.23176 0.38595 -6.60363
C52 0.58907 -3.23053 1.32923
C53 -0.20998 -4.49037 1.35907
C54 -1.52004 -4.45635 0.43060
O18 0.67778 -5.57354 0.96900
H129 -0.07241 -2.41049 1.64701
H130 0.86673 -2.97971 0.30121
H131 1.51452 -3.36626 1.93757
H132 -0.46752 -4.71860 2.34912
H133 -1.16896 -4.17416 -0.52165
H134 -2.27981 -3.76626 0.82107
H135 -1.96891 -5.50127 0.37098
H136 0.92742 -5.30622 0.05293
C55 -5.64148 -4.43361 1.25118
C56 -5.93645 -3.64930 0.02536
C57 -4.96358 -3.83531 -1.08841
O19 -7.27028 -4.00291 -0.57475
H137 -5.44808 -5.52451 1.00963
H138 -6.45247 -4.41219 1.98583
H139 -4.81533 -4.13502 1.84819
H140 -5.96473 -2.56008 0.22102
H141 -4.97178 -4.87425 -1.52260
H142 -3.88403 -3.68451 -0.81167
H143 -5.28191 -3.24937 -1.95005
H144 -7.96291 -4.04761 0.07523
C58 0.11801 -5.63982 -3.50693
C59 1.35498 -6.08445 -2.73492
C60 2.53038 -6.34611 -3.61258
O20 1.56434 -5.09055 -1.71189
H145 0.49243 -4.74582 -4.13941
H146 -0.57244 -5.32485 -2.72385
H147 -0.35902 -6.40767 -4.05207
H148 1.16497 -7.05453 -2.21136
H149 2.10335 -6.98021 -4.44676
H150 3.29474 -6.91442 -3.12571
H151 2.88632 -5.44798 -4.03962
H152 2.42180 -5.34142 -1.24069

Summary:
structure (SMILES) = COCCNCCOC.COCCNCCOC.COCCNCCOC.COCCNCCOC.COCCNCCOC.COCCNCCOC.COCCNCCOC.COCCNCCOC.CC(C)O.CC(C)O.CC(C)O.CC(C)O
E = -4319.5881 Eh
frontier orbital gap = 0.3251 Ha
2S+1 = 1
charge = 0


Formula: C3H12O3
Source: the Open Molecules 2025 dataset
Level of theory: the ωB97M-V functional and the def2-TZVPD basis

Element x y z (Å)
C1 -1.97798 2.53738 1.49370
C2 -2.08372 1.35658 0.52231
C3 -2.33366 0.03779 1.20430
O1 -0.88429 1.20202 -0.25234
H1 -2.94027 3.03690 1.62375
H2 -1.30286 3.30185 1.10749
H3 -1.61940 2.23691 2.47042
H4 -2.92062 1.55110 -0.15208
H5 -3.37433 -0.00247 1.51638
H6 -1.72130 -0.14255 2.09840
H7 -2.16436 -0.80594 0.52995
H8 -0.64778 2.07262 -0.60834
O2 4.39436 -4.40225 1.85696
H9 4.66846 -5.26824 1.52930
H10 4.56442 -4.32670 2.79535
O3 1.80436 0.13946 -4.54093
H11 0.88046 -0.06848 -4.72004
H12 2.25355 -0.71025 -4.58060

Summary:
structure (SMILES) = CC(C)O.O.O
E = -347.1975 Eh
frontier orbital gap = 0.4081 Ha
2S+1 = 1
charge = 0


Formula: C49H56BiBrIN4O2PSSe2Te
Source: the Open Molecules 2025 dataset
Level of theory: the ωB97M-V functional and the def2-TZVPD basis

Element x y z (Å)
Bi1 0.26986 -0.73624 0.09779
Se1 0.71757 -3.24017 1.11778
P1 -2.28267 -3.21791 -0.83093
Se2 -1.36494 -1.42406 -1.85084
C1 -2.68006 -4.31952 -2.25788
C2 -2.71320 -3.93781 -3.59708
C3 -3.01420 -4.86537 -4.58592
C4 -3.28559 -6.18394 -4.24832
C5 -3.24400 -6.57769 -2.91844
C6 -2.93371 -5.65281 -1.93123
C7 -4.00395 -2.67205 -0.42981
C8 -4.58618 -3.25733 0.69427
C9 -5.88042 -2.92367 1.07713
C10 -6.59745 -1.98560 0.34821
C11 -6.01966 -1.38900 -0.76585
C12 -4.73068 -1.73084 -1.15344
H1 -2.49726 -2.91183 -3.86731
H2 -3.03548 -4.55726 -5.62428
H3 -3.52714 -6.90390 -5.02088
H4 -3.44091 -7.60841 -2.64897
H5 -2.87643 -5.96421 -0.89274
H6 -4.01564 -3.97802 1.27110
H7 -6.32675 -3.39630 1.94500
H8 -7.60901 -1.72742 0.63841
H9 -6.57920 -0.65922 -1.33922
H10 -4.28086 -1.26260 -2.02065
C13 2.96962 6.80041 -0.09100
C14 1.48321 6.83266 -0.48207
C15 0.69101 7.57011 0.60604
C16 1.35099 7.61088 -1.79125
C17 0.97012 5.39844 -0.61219
C18 1.02462 4.53791 0.47778
C19 0.58665 3.23842 0.34739
Br1 0.66482 2.15664 1.92956
C20 0.10004 2.65459 -0.84707
O1 -0.25347 1.39387 -0.91995
C21 0.01662 3.55382 -1.95097
C22 0.44997 4.87103 -1.78540
C23 -0.50956 3.19734 -3.36083
C24 -1.06769 1.78198 -3.53743
C25 -1.65119 4.16269 -3.73109
C26 0.63512 3.36864 -4.37595
H11 3.38439 7.81264 -0.07814
H12 3.53919 6.20477 -0.80820
H13 3.11090 6.36510 0.90039
H14 1.07807 8.58470 0.74073
H15 0.76080 7.05327 1.56471
H16 -0.36489 7.63661 0.33342
H17 1.73623 8.62406 -1.65449
H18 0.30819 7.68834 -2.10859
H19 1.92738 7.13956 -2.59116
H20 1.40375 4.86336 1.43817
H21 0.37570 5.52555 -2.64430
H22 -1.90388 1.58904 -2.86509
H23 -0.31735 1.01613 -3.35727
H24 -1.42509 1.67801 -4.56777
H25 -2.47798 4.06301 -3.02258
H26 -2.02415 3.92431 -4.73084
H27 -1.33042 5.20554 -3.73253
H28 1.47759 2.72257 -4.11971
H29 0.99827 4.39786 -4.40567
H30 0.29161 3.09976 -5.37948
O2 3.22258 -3.91854 -1.19076
C27 4.28181 -3.53441 -0.32817
C28 4.64783 -2.07097 -0.43958
C29 5.79488 -1.66549 -1.11182
C30 6.15109 -0.32619 -1.10394
C31 5.34243 0.57344 -0.42822
C32 4.20031 0.09033 0.18897
N1 3.85123 -1.19477 0.18068
H31 2.41780 -3.94257 -0.64832
H32 5.15543 -4.14163 -0.57307
H33 4.00586 -3.72314 0.71111
H34 6.40693 -2.40399 -1.61538
H35 7.04516 0.01227 -1.61191
H36 5.58369 1.62793 -0.38429
H37 3.52849 0.76153 0.72260
I1 4.41079 1.21854 -4.89374
C33 3.10512 0.02108 -3.83308
C34 2.72883 -1.26837 -4.13862
N2 1.88391 -1.64759 -3.16772
N3 1.70138 -0.70234 -2.24760
C35 2.43360 0.33071 -2.64149
H38 3.00102 -1.91021 -4.96013
H39 1.42690 -2.53643 -3.05484
H40 2.42646 1.25309 -2.07884
C36 1.13616 -3.98994 8.56078
C37 1.32927 -3.55136 7.13171
C38 1.82861 -4.41803 6.17120
C39 2.04427 -4.01196 4.85535
C40 2.57388 -5.01421 3.86274
C41 1.73818 -2.69373 4.49259
Te1 2.33032 -1.94219 2.58116
C42 1.19823 -1.81086 5.44312
C43 0.79509 -0.40099 5.08361
C44 1.00864 -2.25459 6.74565
H41 1.36204 -5.04921 8.68254
H42 0.10708 -3.81890 8.88382
H43 1.78845 -3.42246 9.22798
H44 2.06377 -5.44131 6.44810
H45 2.83424 -5.95056 4.35583
H46 3.45837 -4.63076 3.35218
H47 1.82841 -5.22280 3.09333
H48 0.07316 -0.40604 4.26306
H49 1.64873 0.19615 4.75858
H50 0.34098 0.09960 5.94008
H51 0.60097 -1.57156 7.48611
S1 -1.81897 -0.97196 1.83961
C45 -3.00935 0.21454 1.53953
N4 -4.09797 0.19350 2.35333
C46 -5.12952 1.06451 2.27620
C47 -5.12051 2.04545 1.33780
C48 -4.02594 2.10867 0.45567
C49 -2.99714 1.20826 0.54084
H52 -4.10812 -0.53539 3.05329
H53 -5.92926 0.93634 2.98997
H54 -5.93857 2.74829 1.27637
H55 -3.99409 2.88288 -0.30219
H56 -2.14414 1.26787 -0.12483

Summary:
E = -11167.1240 Eh
frontier orbital gap = 0.2457 Ha
2S+1 = 1
charge = 0


ΔE to the lowest compared entry with this formula, charge and spin values, unit eV, following the record order: 5.924; 3.537; 0.300; 0.894.
LUMO level values, unit eV, following the record order: 2.3; 0.6; 1.0; -0.4.